Record 1
{
  "formula": "CH2ClO3S",
  "method": "ωB97M-V/def2-TZVPD",
  "symbols": ["C", "O", "O", "O", "S", "Cl", "H", "H"],
  "xyz": [[-0.4503, 0.1613, 1.1924], [-4.0491, 0.4552, -1.3365], [-4.1408, -0.1429, 0.9777], [-0.2368, 1.1454, 0.5382], [-3.3756, 0.5148, -0.0281], [-1.5951, -1.1578, -0.3028], [0.3727, -0.6014, 1.1809], [-1.4108, 0.1966, 1.9807]],
  "atomic_forces_ev_per_a": [[-0.843, 0.421, 1.529], [0.904, 0.365, 0.920], [-0.687, -0.563, 1.627], [0.372, 1.543, -0.165], [-0.667, 0.375, -2.505], [-0.502, -1.291, -0.826], [-0.969, -0.112, 0.898], [2.393, -0.737, -1.476]],
  "charge": -1,
  "max_force_ev_per_a": 2.91,
  "homo_lumo_gap_ev": 8.959,
  "spin_multiplicity": 1,
  "e_homo_ev": -5.08,
  "lumo_energy_ev": 3.875,
  "total_energy_ev": -30570.4621
}



Record 2
{
  "formula": "C43H34GaN2OP2STe",
  "method": "ωB97M-V/def2-TZVPD",
  "symbols": ["Ga", "O", "S", "C", "C", "C", "C", "C", "C", "P", "C", "C", "C", "C", "C", "C", "C", "C", "C", "C", "C", "C", "C", "C", "C", "C", "C", "C", "P", "C", "C", "C", "C", "C", "C", "C", "C", "C", "C", "C", "C", "H", "H", "H", "H", "H", "H", "H", "H", "H", "H", "H", "H", "H", "H", "H", "H", "H", "H", "H", "H", "H", "H", "H", "H", "H", "H", "H", "H", "N", "C", "N", "C", "C", "C", "C", "C", "C", "H", "H", "H", "H", "H", "H", "Te"],
  "xyz": [[1.3660, 1.1174, -0.0005], [-3.1827, -1.4086, 1.5328], [-2.0594, -0.9582, 0.6780], [-2.5722, 0.5730, -0.1215], [-3.7225, 1.2073, 0.3112], [-4.2293, 2.2705, -0.4251], [-3.5894, 2.6708, -1.5891], [-2.4444, 2.0141, -2.0267], [-1.9171, 0.9501, -1.2999], [-0.5124, -0.1210, -1.8542], [-1.4517, -1.4778, -2.6240], [-1.0723, -2.7823, -2.3257], [-1.7616, -3.8515, -2.8804], [-2.8291, -3.6162, -3.7323], [-3.2110, -2.3138, -4.0321], [-2.5267, -1.2449, -3.4792], [0.2276, 0.8115, -3.2308], [0.5439, 0.1864, -4.4341], [1.2983, 0.8508, -5.3911], [1.7516, 2.1410, -5.1570], [1.4345, 2.7777, -3.9652], [0.6799, 2.1164, -3.0078], [-0.8223, -0.3294, 1.8409], [-1.0308, 0.8470, 2.5476], [-0.1708, 1.1927, 3.5775], [0.8839, 0.3556, 3.9115], [1.0883, -0.8220, 3.2063], [0.2497, -1.1792, 2.1523], [0.4842, -2.7304, 1.1802], [0.8512, -3.9084, 2.5262], [2.1258, -4.3625, 2.8494], [2.2998, -5.2622, 3.8930], [1.2064, -5.7037, 4.6215], [-0.0688, -5.2559, 4.3001], [-0.2488, -4.3710, 3.2506], [2.1165, -2.4852, 0.3835], [2.4064, -3.4341, -0.6607], [3.4754, -3.2903, -1.4736], [4.3534, -2.1601, -1.3411], [4.1084, -1.2287, -0.2729], [2.9760, -1.4513, 0.5918], [-4.2384, 0.8233, 1.1829], [-5.1322, 2.7712, -0.1016], [-3.9922, 3.4868, -2.1744], [-1.9698, 2.3244, -2.9482], [-0.2450, -2.9560, -1.6487], [-1.4699, -4.8655, -2.6418], [-3.3698, -4.4479, -4.1637], [-4.0481, -2.1318, -4.6926], [-2.8289, -0.2314, -3.7139], [0.2004, -0.8226, -4.6240], [1.5326, 0.3574, -6.3248], [2.3464, 2.6499, -5.9030], [1.7663, 3.7913, -3.7835], [0.4012, 2.6483, -2.1004], [-1.8674, 1.4892, 2.3063], [-0.3379, 2.1098, 4.1283], [1.5381, 0.6106, 4.7351], [1.8937, -1.4880, 3.4931], [2.9882, -4.0192, 2.2908], [3.2926, -5.6156, 4.1381], [1.3458, -6.3993, 5.4379], [-0.9247, -5.6058, 4.8612], [-1.2458, -4.0316, 2.9903], [1.7447, -4.2843, -0.7801], [3.6939, -4.0278, -2.2338], [5.3443, -2.2172, -1.7673], [4.9296, -0.6294, 0.0928], [2.8552, -0.7993, 1.4454], [1.6113, 4.9498, 2.4351], [1.9278, 3.8515, 1.7119], [0.9308, 3.4065, 0.9928], [-0.1231, 4.2771, 1.2490], [-1.4274, 4.2710, 0.7597], [-2.2814, 5.2524, 1.2147], [-1.8564, 6.2271, 2.1335], [-0.5658, 6.2496, 2.6210], [0.2891, 5.2545, 2.1578], [2.2327, 5.4640, 3.0357], [2.9090, 3.4022, 1.7467], [-1.7475, 3.5235, 0.0459], [-3.3010, 5.2782, 0.8547], [-2.5588, 6.9786, 2.4660], [-0.2395, 7.0067, 3.3204], [3.4934, -0.2156, -2.2745]],
  "atomic_forces_ev_per_a": [[0.190, -0.209, -0.003], [-0.071, 0.094, 0.036], [-0.097, -0.086, 0.086], [0.126, 0.018, -0.021], [-0.075, -0.087, -0.031], [0.039, 0.029, -0.028], [-0.020, -0.005, 0.019], [0.054, 0.007, 0.045], [-0.007, -0.057, -0.096], [-0.372, 0.302, 0.016], [0.261, -0.091, -0.019], [0.013, -0.015, -0.079], [0.004, 0.007, 0.003], [-0.006, 0.004, -0.003], [-0.020, -0.005, 0.001], [0.028, 0.027, -0.008], [-0.079, 0.072, 0.022], [-0.068, 0.008, 0.004], [-0.008, 0.006, -0.010], [0.023, -0.019, -0.007], [0.011, 0.011, 0.013], [-0.097, -0.014, -0.003], [0.119, -0.084, -0.101], [-0.017, 0.100, 0.041], [-0.047, 0.089, -0.049], [0.063, -0.054, -0.003], [-0.029, 0.016, 0.073], [0.026, 0.062, -0.146], [0.002, -0.113, 0.223], [0.046, 0.049, -0.038], [-0.002, 0.000, 0.021], [0.006, -0.010, 0.009], [0.004, 0.009, -0.001], [-0.016, -0.002, 0.001], [0.034, -0.002, -0.015], [-0.059, 0.114, -0.131], [-0.023, 0.037, 0.017], [0.008, -0.043, -0.005], [-0.038, -0.039, 0.136], [0.083, -0.140, 0.076], [0.003, -0.109, 0.047], [0.025, 0.007, 0.032], [-0.009, -0.008, 0.008], [-0.004, 0.009, -0.013], [-0.010, -0.002, -0.032], [-0.031, -0.001, -0.011], [0.005, -0.014, 0.004], [-0.010, -0.010, -0.001], [-0.003, -0.005, -0.014], [-0.010, 0.006, 0.010], [0.019, -0.014, 0.008], [0.008, -0.015, -0.003], [-0.007, 0.020, -0.012], [0.011, 0.009, 0.005], [0.027, 0.003, 0.010], [-0.041, 0.008, -0.022], [0.003, 0.002, 0.004], [0.012, -0.003, 0.001], [0.005, -0.017, 0.010], [0.000, 0.009, -0.006], [0.012, -0.003, 0.001], [-0.002, -0.015, 0.002], [-0.010, 0.000, 0.012], [-0.015, -0.009, 0.010], [0.015, -0.022, -0.021], [-0.002, 0.011, -0.023], [-0.008, 0.055, -0.055], [-0.008, 0.044, -0.031], [-0.023, 0.061, -0.016], [0.003, 0.054, -0.001], [-0.013, -0.041, -0.018], [0.081, -0.002, -0.113], [-0.064, -0.013, 0.062], [0.018, -0.038, -0.001], [0.008, 0.001, -0.012], [0.015, -0.003, 0.001], [0.000, 0.018, -0.030], [-0.039, -0.044, 0.021], [0.017, -0.029, -0.006], [0.029, 0.023, 0.021], [-0.013, -0.013, 0.031], [-0.018, 0.001, 0.003], [-0.008, 0.017, -0.003], [-0.004, 0.003, 0.026], [0.047, 0.080, 0.069]],
  "charge": 1,
  "max_force_ev_per_a": 0.48,
  "homo_lumo_gap_ev": 7.239,
  "spin_multiplicity": 1,
  "e_homo_ev": -10.08,
  "lumo_energy_ev": -2.840,
  "total_energy_ev": -139246.4275
}



Record 3
{
  "formula": "C7H4ClN2O2S",
  "method": "ωB97M-V/def2-TZVPD",
  "symbols": ["C", "C", "C", "C", "C", "C", "C", "N", "N", "O", "O", "S", "Cl", "H", "H", "H", "H"],
  "xyz": [[2.3746, 0.6739, 0.3062], [2.2857, 0.9127, -1.0103], [0.1117, 0.3077, -1.3861], [-2.2100, -0.4538, -1.2875], [-1.5254, -0.4538, -0.1148], [2.2166, 0.3787, 1.6342], [-2.0755, -0.8746, 1.2086], [1.2658, 0.7647, -1.8378], [-0.2397, -0.0319, -0.1880], [3.4757, 0.8036, 1.3093], [1.6341, 0.0347, 2.6082], [-1.2072, 0.1086, -2.5902], [3.7226, 1.5046, -1.8105], [-3.2282, -0.7365, -1.4664], [-3.1568, -0.9777, 1.1531], [-1.8071, -0.1358, 1.9597], [-1.6369, -1.8250, 1.5120]],
  "atomic_forces_ev_per_a": [[0.175, 0.134, -0.484], [-0.399, -0.181, 0.198], [-0.352, 0.066, -1.037], [0.034, 0.053, -0.097], [-0.791, -0.166, -0.404], [-0.495, -0.101, -0.071], [0.087, 0.018, -0.158], [0.165, 0.187, -0.674], [0.573, 0.004, 0.943], [0.508, 0.101, 0.285], [0.126, -0.051, 0.386], [0.256, -0.032, 0.619], [0.456, 0.116, 0.132], [-0.247, -0.088, 0.081], [-0.087, -0.042, 0.076], [-0.023, 0.038, 0.124], [0.016, -0.055, 0.080]],
  "charge": -1,
  "max_force_ev_per_a": 1.10,
  "homo_lumo_gap_ev": 6.623,
  "spin_multiplicity": 1,
  "e_homo_ev": -3.47,
  "lumo_energy_ev": 3.154,
  "smiles": "Cc1csc(/N=C(/Cl)C2=C([O-])O2)n1",
  "total_energy_ev": -37756.5292
}



Record 4
{
  "formula": "C3H6BrClN3",
  "method": "ωB97M-V/def2-TZVPD",
  "symbols": ["C", "C", "C", "N", "N", "N", "Cl", "Br", "H", "H", "H", "H", "H", "H"],
  "xyz": [[0.2175, -0.0912, -1.8006], [0.9215, -0.3583, 0.5729], [-1.3881, 0.8396, 1.0989], [-0.8306, -0.0143, -1.0669], [1.4379, -0.1041, -1.1879], [-0.5321, -0.2209, 0.3702], [3.0267, -0.7000, -1.5497], [1.4372, -2.0866, 1.1995], [0.2382, -0.0314, -2.7975], [1.3338, 0.6474, 0.9557], [-2.2275, 1.2185, 0.5165], [-1.7968, 0.3039, 2.0540], [-0.7084, 1.6313, 1.2319], [-1.1291, -1.0339, 0.4029]],
  "atomic_forces_ev_per_a": [[1.754, -0.412, 4.313], [1.265, 1.750, -2.646], [-0.195, -1.890, 1.826], [-0.345, 0.363, -1.563], [-0.359, -0.729, 4.250], [-1.785, 0.718, -1.932], [-1.796, 0.323, -0.237], [-0.137, 1.198, -0.128], [-0.615, 0.219, -3.853], [-0.381, -2.176, 0.100], [0.269, -0.688, -0.455], [1.068, 1.399, -1.555], [0.568, 1.131, 0.878], [0.689, -1.206, 1.001]],
  "charge": 1,
  "max_force_ev_per_a": 4.67,
  "homo_lumo_gap_ev": 9.705,
  "spin_multiplicity": 1,
  "e_homo_ev": -13.91,
  "lumo_energy_ev": -4.203,
  "total_energy_ev": -90231.7913
}



Record 5
{
  "formula": "C2HFFeO2",
  "method": "ωB97M-V/def2-TZVPD",
  "symbols": ["C", "H", "F", "O", "C", "O", "Fe"],
  "xyz": [[0.5257, -0.6832, -0.2311], [1.5385, -0.3812, -0.5425], [0.9001, -1.8316, 0.5131], [-0.3990, 0.5049, -1.2153], [-0.2367, 0.9944, -0.0427], [-0.2097, 1.3614, 1.1473], [-2.1190, 0.0354, 0.3712]],
  "atomic_forces_ev_per_a": [[2.312, -1.846, 3.381], [-0.685, 0.108, -0.808], [-0.440, -0.316, 0.127], [-2.826, 6.607, -0.895], [2.282, -5.846, 1.942], [-1.591, 1.716, -3.674], [0.950, -0.423, -0.074]],
  "max_force_ev_per_a": 7.24,
  "homo_lumo_gap_ev": [5.733, 5.729],
  "spin_multiplicity": 5,
  "e_homo_ev": [-7.42, -7.37],
  "lumo_energy_ev": [-1.686, -1.636],
  "total_energy_ev": -43279.8924
}